24
Properties=species:S:1:pos:R:3:forces:R:3 method="wB97M-V/def2-TZVPD" total_energy_ha=-582.1642 e_above_lowest_kj_mol=17.1 homo_ev=-13.587 smiles="C=C[C@H]([NH3+])[Si](C)(C)C" charge=+1 multiplicity=1 gap_ev=10.28
H -1.510 1.544 -0.304 -0.702 0.101 -0.840
H 0.536 1.721 -2.564 0.596 -0.179 0.162
C 0.064 -1.360 -1.677 -0.797 -0.785 2.124
C -0.594 0.169 0.902 -0.756 -0.763 -2.268
H -0.066 -2.258 -0.973 0.409 1.209 -0.815
H 2.939 0.731 -0.970 1.160 0.271 -0.173
C -0.986 -1.207 1.332 -1.397 1.973 -2.471
H -1.683 -1.567 0.506 0.742 -0.793 1.828
H 0.204 -1.373 3.095 0.716 1.084 0.656
H -2.059 1.846 1.218 0.346 -1.691 -0.993
C -0.526 -1.734 2.434 -1.049 -2.654 -0.431
H -2.730 0.508 0.410 0.605 0.382 -0.352
H -0.832 -2.754 2.636 0.047 -0.073 0.196
N -1.861 1.059 0.511 0.538 0.488 2.497
H 0.790 2.554 -1.069 1.209 1.777 0.933
H -0.923 -1.317 -2.192 0.879 0.433 0.070
H 2.636 0.914 0.857 0.061 0.145 -0.897
C 2.622 0.281 -0.053 -3.422 -0.752 0.858
H -0.753 2.046 -1.627 0.495 -0.254 0.297
H 3.058 -0.666 0.270 0.125 0.063 -0.701
H -0.174 0.617 1.710 1.298 1.822 2.255
H 0.871 -1.629 -2.312 0.453 -0.316 -1.055
Si 0.661 0.137 -0.650 0.604 -0.838 1.154
C 0.317 1.739 -1.490 -2.157 -0.649 -2.033

---

66
Properties=species:S:1:pos:R:3:forces:R:3 method="wB97M-V/def2-TZVPD" total_energy_ha=-1674.2123 e_above_lowest_kj_mol=0.0 homo_ev=1.198 charge=-2 multiplicity=1 gap_ev=2.38
N 0.403 -0.924 -1.853 0.032 0.031 1.320
H -0.626 -2.315 1.621 -0.509 0.260 -0.071
C 0.563 -0.361 -4.288 0.445 0.150 0.941
O 3.124 1.383 -0.492 -4.914 -3.504 -0.228
H -2.872 1.422 3.159 0.770 -0.233 0.176
C 0.461 -3.365 0.330 -0.382 -3.137 -0.827
H 1.490 -5.412 0.382 -0.091 0.297 -0.342
C 0.790 0.101 -2.791 -0.259 -0.853 -2.429
C -3.210 0.046 0.555 -0.499 1.458 0.552
H 0.707 -1.871 -2.027 0.840 0.174 -0.056
O -0.759 -4.822 -1.114 -1.197 -0.052 -0.273
H 0.800 -4.800 1.885 -0.322 -0.236 0.118
H 1.839 0.396 -2.750 0.046 -0.128 0.753
H -2.207 4.204 0.920 -0.001 0.193 -0.280
H -3.710 2.405 2.125 -0.362 0.611 -0.466
O 0.336 1.890 -1.363 -0.475 1.252 1.956
H -2.148 -6.396 -1.211 -0.368 0.230 0.704
H -1.600 -3.140 -0.159 -0.431 0.207 -0.859
H 2.631 3.052 -0.115 -1.849 1.191 1.303
O 5.067 2.101 -0.960 1.308 1.500 -1.453
C -1.827 4.297 1.937 -1.155 0.316 -0.306
H -0.604 -0.996 -1.902 -0.363 0.079 0.225
H -1.135 0.983 -2.507 -0.594 -0.360 0.411
O 2.816 -0.812 2.339 -5.171 -0.421 1.797
H 0.405 3.893 -2.008 -0.086 -0.156 -0.296
H -1.182 3.354 -1.303 -0.256 -0.095 -0.440
H -1.990 1.749 0.190 0.390 0.415 0.372
O 1.505 4.287 2.499 -1.253 3.840 -0.157
C 3.889 2.316 -0.675 5.733 -3.076 0.086
C 1.758 3.025 2.553 3.822 -5.935 3.771
C 1.303 -4.509 0.962 0.130 0.941 0.646
N 0.301 -2.274 1.223 -0.276 0.658 0.363
O 2.426 2.528 3.468 -0.041 1.460 0.267
O 3.473 3.479 -0.288 -1.396 3.299 0.036
H -1.846 -5.462 -2.613 0.206 -0.518 -0.390
H -2.861 -4.718 -1.611 -0.114 0.254 1.342
O 4.782 -0.700 1.652 3.352 -1.248 0.369
H -1.567 -0.103 2.326 0.112 -1.269 -0.003
H -2.750 -0.941 0.517 0.317 0.279 -0.121
C -0.097 3.264 -1.273 0.568 -0.779 0.965
H -1.327 -4.495 0.842 0.034 -0.468 0.307
O -1.794 3.080 2.569 0.792 -2.668 1.223
H 0.755 4.107 1.927 -0.491 1.317 -0.879
H 0.196 3.611 -0.282 0.241 -0.214 -0.013
C -0.080 1.259 -2.493 0.014 1.380 -1.675
N -1.132 0.413 1.574 1.587 0.814 0.559
C -1.989 -5.368 -1.537 0.892 -0.380 -2.483
H -0.711 1.100 2.182 1.887 0.404 -0.115
H -4.025 -0.020 1.275 -0.509 -0.139 -0.271
Be 1.226 0.064 0.401 3.455 -0.731 1.454
C 3.627 -1.099 1.414 3.105 4.619 3.296
H 1.349 -1.093 -4.478 -0.136 -0.128 -0.266
C -0.920 -3.982 -0.030 1.208 1.349 1.482
H 0.898 -3.110 -0.636 0.338 0.353 0.274
O 1.247 2.325 1.662 -2.595 -1.142 -3.375
C -2.697 2.030 2.271 -1.329 1.190 -1.213
H -0.412 -0.816 -4.462 -0.130 -0.087 0.179
H -2.524 4.875 2.544 -0.050 0.887 -0.339
C -2.246 1.167 1.075 -0.750 -1.373 -0.377
H 2.234 -4.071 1.324 0.325 -0.031 -0.392
H -0.840 4.760 1.926 -0.256 -0.072 0.126
H 0.879 -2.436 2.035 1.015 0.868 0.085
O 3.294 -1.368 0.286 -4.194 -2.587 -6.580
H 0.673 0.459 -4.998 0.140 0.102 0.066
H -3.545 0.357 -0.435 -0.481 -0.390 0.061
H -0.017 1.994 -3.295 0.184 0.026 -0.612

---

65
Properties=species:S:1:pos:R:3:forces:R:3 method="wB97M-V/def2-TZVPD" total_energy_ha=-2574.6809 homo_ev=-11.405 charge=+1 multiplicity=1 gap_ev=7.38
O -4.317 -1.836 -3.967 3.341 -1.028 7.563
C 2.266 7.536 3.504 -0.394 0.223 0.044
H -6.174 -3.993 0.775 0.892 2.232 0.183
F -5.548 -2.618 2.294 -0.450 -0.503 -3.199
H -7.006 -3.390 -2.364 2.244 -1.168 0.667
Cl 2.039 -0.940 -3.313 -3.156 -0.132 1.841
H 2.828 -1.945 1.426 0.128 0.476 -2.323
C -7.391 -2.025 0.650 -0.324 0.548 0.280
F -5.915 -6.221 -3.310 1.023 3.321 -0.011
C -1.006 -0.445 0.068 -0.405 -1.129 -3.071
C -5.550 -4.764 -3.459 -0.891 0.262 -1.070
C 0.425 -0.985 -2.329 -2.196 0.134 1.693
H 2.806 8.459 3.729 -0.046 -0.308 -0.093
C 1.716 0.220 0.012 -0.391 0.205 0.326
F -2.112 -3.684 -4.774 1.866 2.903 0.856
H 1.828 4.841 2.789 0.272 0.090 0.013
H -6.202 -4.731 -1.275 0.794 1.858 -1.480
H 2.278 -2.503 -0.384 1.190 1.516 1.599
O 3.001 -0.451 -0.230 -2.022 0.010 0.945
O -1.800 -1.183 -5.677 1.691 -4.197 4.537
C 4.539 -2.426 -0.101 0.246 1.632 -0.426
H 1.750 1.377 -0.277 0.404 -2.648 0.298
C 5.061 5.366 2.723 -0.694 -0.070 -0.044
C -3.864 -1.042 0.279 -0.720 2.664 2.933
C -2.406 -1.530 -2.137 2.314 0.939 1.647
H -7.380 -0.975 1.203 0.317 -2.318 -1.116
O -4.120 -0.195 1.280 1.718 -5.427 -6.318
H 1.707 7.218 4.387 0.081 0.146 -0.138
H 5.042 7.545 3.279 0.167 -0.174 -0.046
C -3.867 -2.015 -2.723 -2.946 0.133 -4.289
C -5.973 -3.931 -2.112 -0.520 0.321 -0.739
O 0.219 -2.656 -5.412 -4.751 0.754 3.836
C -4.913 -2.236 -0.236 0.672 -1.248 -2.372
C 4.001 3.098 2.254 0.145 -0.614 -0.062
N 3.201 6.480 3.133 0.152 -0.545 -0.256
H 5.728 3.167 0.942 -0.119 -0.098 -0.004
H -1.012 -0.048 1.190 0.020 -1.003 -2.745
H -4.437 -4.632 -3.796 -2.069 -0.703 1.006
C -0.986 -1.556 -3.022 -1.077 1.078 4.725
H 4.849 -1.883 -1.119 -0.855 -1.214 2.135
H 4.706 1.736 0.737 -0.069 0.151 0.069
H 5.437 -0.908 1.507 0.238 -2.290 -1.106
S -1.121 -2.242 -4.759 1.942 2.123 -7.386
C -4.928 -2.750 -1.665 1.136 1.542 4.229
C 4.578 6.597 3.064 -0.410 -0.524 0.009
C 0.432 -0.414 -0.785 -3.942 -1.519 -1.192
H 2.973 2.722 2.221 0.143 0.255 0.142
C 3.017 -1.837 0.264 1.229 -1.869 -0.902
C -2.421 -0.990 -0.555 3.143 0.010 -2.322
H 6.737 -1.823 0.483 -2.379 -0.447 1.132
H 4.542 -3.572 -0.338 -0.115 2.204 0.819
H -6.215 -4.364 -4.359 1.462 -1.067 1.976
C 2.842 5.226 2.819 1.098 0.318 0.102
N 3.963 4.531 2.571 -0.591 0.599 0.229
H 1.579 7.710 2.671 0.099 0.067 0.184
H 4.175 3.310 0.108 0.046 -0.100 0.083
C 4.692 2.813 0.934 0.168 0.176 -0.236
H -8.326 -2.601 1.055 1.967 0.869 -0.660
C -5.957 -2.849 0.890 -1.510 1.458 -0.322
H -7.596 -1.792 -0.486 0.661 -0.661 2.197
C 5.676 -1.962 1.011 0.605 -0.225 0.052
H 5.818 -2.770 1.877 -0.427 1.840 -1.895
H 4.517 2.589 3.076 -0.131 0.120 -0.082
H 6.050 4.973 2.567 0.066 0.236 0.045
H 1.525 0.202 1.190 -0.077 -0.187 -2.491

---

8
Properties=species:S:1:pos:R:3:forces:R:3 method="wB97M-V/def2-TZVPD" s2=2.068 total_energy_ha=-643.4803 e_above_lowest_kj_mol=55.3 homo_ev="-2.559 / -3.004" charge=-1 multiplicity=3 gap_ev="6.55 / 6.11"
C 0.205 0.630 0.270 -0.718 0.859 1.461
C -0.995 -0.098 0.215 -1.103 2.556 2.814
C 1.148 0.123 -0.505 0.805 -2.620 -1.859
S 0.414 2.041 1.354 -0.128 -0.589 -0.465
N 0.003 -1.592 -1.218 2.903 2.210 0.820
H -1.907 0.104 0.897 1.737 -0.463 -1.386
H 2.216 -0.097 -0.395 -0.700 0.254 -0.093
O -1.084 -1.112 -0.618 -2.796 -2.208 -1.293

---

16
Properties=species:S:1:pos:R:3:forces:R:3 method="wB97M-V/def2-TZVPD" total_energy_ha=-271.7178 e_above_lowest_kj_mol=91.3 homo_ev=-9.858 smiles=C[C@H]1CC[C@H]1O charge=0 multiplicity=1 gap_ev=10.73
H 1.400 -1.986 -0.024 -0.004 0.151 -0.019
H -1.720 1.661 -0.721 0.150 -0.049 0.014
C 1.489 -0.901 -0.146 0.009 -0.014 -0.070
C -0.855 0.993 -0.669 -0.131 0.014 -0.073
H -0.037 1.942 1.141 0.075 -0.075 -0.114
H 1.420 -0.683 -1.217 -0.019 -0.020 0.136
H -1.703 -0.153 0.989 0.218 0.163 -0.430
O -1.418 -1.468 -0.561 -0.295 -0.207 0.352
C 0.424 -0.165 0.652 0.107 -0.065 0.138
H -2.003 -1.911 0.066 0.125 -0.303 -0.526
H 0.528 -0.403 1.716 0.071 0.084 -0.110
C 0.305 1.339 0.294 0.140 0.177 0.068
H 2.487 -0.598 0.194 -0.155 -0.058 -0.059
H -0.495 0.807 -1.687 -0.061 -0.094 0.206
C -1.022 -0.308 0.126 -0.101 0.347 0.432
H 1.195 1.804 -0.139 -0.131 -0.049 0.055

---

20
Properties=species:S:1:pos:R:3:forces:R:3 method="wB97M-V/def2-TZVPD" total_energy_ha=-494.5423 e_above_lowest_kj_mol=266.3 homo_ev=-9.234 smiles="C[C@]12N[C@H]1C(=O)N1C[C@H]12.O" charge=0 multiplicity=1 gap_ev=10.04
C -1.486 1.460 -1.735 0.423 0.512 0.391
N -1.814 1.048 -3.110 -0.265 -0.182 -0.193
O 0.561 -0.438 1.629 0.445 -1.629 -0.645
H -0.230 -2.436 -2.348 -0.155 0.248 0.007
C -0.705 -1.455 -2.385 -0.494 -0.020 0.013
N -0.631 -0.705 -1.111 -0.010 0.401 0.170
H 0.032 3.080 -3.452 0.124 -0.190 0.019
H 1.402 2.251 -2.670 -0.200 -0.005 -0.168
H 0.876 1.754 -4.297 -0.068 0.119 0.206
C -1.647 0.289 -0.797 -0.733 -1.308 -0.553
H 0.652 -1.352 1.217 -0.391 1.868 0.731
C 0.526 2.109 -3.317 0.093 0.031 -0.048
C -0.417 1.113 -2.707 0.154 0.079 0.156
O -2.542 0.101 -0.012 0.852 0.308 -0.278
C 0.130 -0.243 -2.278 0.103 0.154 0.201
H -1.640 -1.386 -2.939 0.289 -0.016 0.067
H -2.074 1.866 -3.657 0.075 -0.082 0.103
H -0.008 -0.564 2.394 -0.062 -0.083 -0.015
H -1.710 2.472 -1.394 0.066 -0.283 -0.117
H 1.214 -0.336 -2.197 -0.248 0.081 -0.047